(1)
{"formula": "C11H11ClHfN2O2", "method": "the ωB97M-V functional and the def2-TZVPD basis", "elements": ["Cl", "C", "C", "C", "H", "C", "C", "H", "H", "H", "C", "Hf", "C", "C", "O", "O", "H", "H", "H", "N", "C", "C", "C", "N", "H", "H", "H", "H"], "coordinates": [[0.62118, 0.99267, -3.14167], [-2.44094, 1.52693, 0.26227], [-2.41497, 0.37327, 1.12169], [-2.12228, -0.78511, 0.32235], [-2.67595, 0.35965, 2.17985], [-1.94603, -0.36359, -1.05192], [-2.19530, 1.07831, -1.09984], [-2.25153, 1.66054, -2.02644], [-2.75782, 2.52450, 0.56618], [-2.32170, -1.82128, 0.61440], [-1.72607, -1.24320, -2.22931], [-0.25815, 0.73965, 0.07352], [0.12412, 2.05363, 1.90814], [1.00015, 2.12151, -1.47810], [0.43498, 2.74403, 2.80073], [1.82482, 2.96620, -1.49908], [-1.13846, -2.13686, -1.93552], [-1.15692, -0.65444, -2.97258], [-2.67926, -1.55607, -2.70597], [2.72308, 0.03279, 0.96312], [3.60367, -0.90717, 1.32026], [2.94692, -2.11333, 1.34411], [1.63622, -1.85416, 1.00193], [1.46818, -0.50249, 0.74551], [2.92477, 1.02619, 0.88215], [4.60634, -0.67178, 1.51550], [3.37006, -3.05542, 1.58003], [0.80090, -2.53496, 0.93868]], "mulliken_charge": [-0.22, -0.52, -0.41, -0.44, 0.54, 0.33, -0.26, 0.52, 0.55, 0.56, -1.00, 1.11, 0.39, 0.18, -0.16, -0.32, 0.32, 0.23, 0.34, -0.14, -0.01, -0.83, -0.24, -0.20, 0.23, 0.53, 0.44, 0.49], "orbital_gap_ha": 0.2312, "e_lumo_ha": -0.3692, "de_lowest_kj_mol": 0.0, "mol_weight_da": 417.16, "e_tot_ev": -32471.841, "e_homo_ev": -16.34, "largest_force_ev_per_a": 7.89, "total_charge": 2}

(2)
{"formula": "C35H28FGeIN7O4ReS", "method": "the ωB97M-V functional and the def2-TZVPD basis", "elements": ["Re", "F", "C", "C", "N", "C", "C", "O", "O", "C", "O", "N", "C", "O", "H", "H", "H", "H", "S", "C", "N", "N", "C", "C", "N", "C", "C", "N", "H", "H", "H", "H", "H", "I", "C", "C", "C", "C", "N", "C", "H", "H", "H", "H", "C", "Ge", "C", "C", "C", "C", "C", "C", "C", "C", "C", "C", "C", "C", "C", "C", "C", "C", "C", "C", "H", "H", "H", "H", "H", "H", "H", "H", "H", "H", "H", "H", "H", "H", "H"], "coordinates": [[0.29214, 0.06118, -0.20015], [-0.10328, -0.32317, -7.58059], [-0.86125, -0.49920, -6.50137], [-0.93234, 0.47211, -5.56857], [-1.69211, 0.32428, -4.44654], [-1.76095, 1.34527, -3.43045], [-1.05214, 0.87559, -2.16840], [-1.44335, 1.23003, -1.04970], [-0.04820, 0.11845, -2.29491], [-2.35833, -0.85512, -4.17177], [-2.94101, -1.01456, -3.11408], [-2.30324, -1.79978, -5.15050], [-1.58415, -1.76754, -6.36018], [-1.59132, -2.69795, -7.11273], [-0.38942, 1.40007, -5.68241], [-2.80285, 1.57036, -3.17997], [-1.28680, 2.26175, -3.78836], [-2.84187, -2.64746, -4.99764], [1.03093, 4.56415, -0.57104], [1.04720, 3.00500, -0.36580], [1.10835, 1.83053, -0.21415], [-4.43560, -2.34901, -0.95420], [-3.16795, -2.55303, -0.60076], [-2.26725, -1.46902, -0.41261], [-0.99499, -1.66464, -0.12779], [-0.58057, -2.93447, 0.04980], [-1.48828, -3.97880, -0.03520], [-2.74847, -3.79296, -0.35039], [-4.68673, -1.48324, -1.40226], [-5.00596, -3.16247, -1.13056], [-2.64377, -0.46024, -0.50193], [0.46296, -3.08869, 0.27395], [-1.18903, -4.99893, 0.14994], [1.16817, -0.75986, 5.84800], [0.04795, 0.02179, 4.25353], [-1.08986, 0.79381, 4.47411], [-1.76961, 1.29099, 3.37512], [-1.29888, 1.01049, 2.10520], [-0.20214, 0.27527, 1.89627], [0.45920, -0.21741, 2.95123], [-1.43337, 1.00357, 5.47496], [-2.65241, 1.89918, 3.49478], [-1.81438, 1.40514, 1.23969], [1.33971, -0.81000, 2.73360], [1.88634, -0.82720, 0.16231], [3.61577, -1.68471, 0.10250], [3.50791, -2.74746, -1.56483], [4.52590, -3.63685, -1.89536], [4.45869, -4.36470, -3.06973], [3.37869, -4.20140, -3.92519], [2.36839, -3.30621, -3.60454], [2.43335, -2.57285, -2.43402], [4.84469, -0.09603, -0.08814], [5.80279, -0.11364, -1.08100], [6.63845, 0.98639, -1.22186], [6.51416, 2.06062, -0.36104], [5.54060, 2.06782, 0.62261], [4.68939, 0.98033, 0.76169], [3.98342, -2.64817, 1.82177], [4.16686, -1.93465, 2.99742], [4.38167, -2.61186, 4.18594], [4.43691, -3.99640, 4.18749], [4.25823, -4.70635, 3.01230], [4.04116, -4.03511, 1.81968], [5.37459, -3.75788, -1.23421], [5.25262, -5.05076, -3.31962], [3.33572, -4.75592, -4.84955], [1.53487, -3.17417, -4.27819], [1.66183, -1.85264, -2.18723], [5.90460, -0.96174, -1.74412], [7.38458, 0.98516, -2.00273], [7.18784, 2.90078, -0.45258], [5.43659, 2.91279, 1.28648], [3.90579, 0.98934, 1.50837], [4.15325, -0.85296, 2.98749], [4.52343, -2.06075, 5.10255], [4.64448, -4.52265, 5.10596], [4.29500, -5.78536, 3.01406], [3.90459, -4.58877, 0.90065]], "mulliken_charge": [2.42, -0.30, 0.15, 0.19, 0.19, -1.20, 0.66, -0.59, -0.88, 0.28, -0.60, -0.05, 0.31, -0.55, 0.38, 0.34, 0.38, 0.24, -0.20, 0.80, -0.69, -0.34, 0.38, -0.04, 0.22, -0.50, -0.55, -0.57, 0.22, 0.27, 0.43, 0.56, 0.43, 0.20, -0.73, -0.08, -1.09, -0.15, -0.05, 0.23, 0.47, 0.49, 0.59, 0.34, -0.81, 1.75, -0.19, -0.44, -0.80, -0.61, -0.79, 0.30, 0.26, -0.43, -0.60, -0.59, -0.85, -0.15, 0.36, -0.33, -0.79, -0.61, -0.60, -0.34, 0.52, 0.43, 0.43, 0.57, -0.01, 0.42, 0.43, 0.41, 0.44, 0.33, 0.41, 0.60, 0.42, 0.43, 0.43], "orbital_gap_ha": [0.1721, 0.1717], "e_lumo_ha": [-0.3328, -0.3331], "de_lowest_kj_mol": 220.9, "mol_weight_da": 1047.44, "e_tot_ev": -135654.940, "e_homo_ev": [-13.74, -13.74], "largest_force_ev_per_a": 6.02, "total_charge": 2}

(3)
{"formula": "C2H4N2O2S", "method": "the ωB97M-V functional and the def2-TZVPD basis", "elements": ["C", "C", "N", "N", "O", "O", "S", "H", "H", "H", "H"], "coordinates": [[-1.54542, 1.14881, 0.14809], [1.94608, 0.09415, 0.03862], [-0.82885, 1.88091, 0.72486], [-0.33861, -1.09058, -0.17802], [-1.27413, -1.82287, -0.08773], [-2.40099, 0.51228, -0.51350], [1.18665, -1.55280, 0.03492], [1.35128, 0.64432, 0.84004], [1.56264, 0.48121, -1.00472], [2.93575, 0.05543, 0.19517], [-2.59440, -0.35087, -0.19773]], "mulliken_spin": [-0.02, 0.00, 0.05, 0.94, 0.71, 0.00, 0.30, 0.00, 0.01, 0.01, 0.00], "orbital_gap_ha": [0.3137, 0.2989], "e_lumo_ha": [0.0252, -0.0654], "de_lowest_kj_mol": 43.1, "mol_weight_da": 120.13, "multiplicity": 3, "e_tot_ev": -20043.843, "e_homo_ev": [-7.85, -9.91], "largest_force_ev_per_a": 6.92}

(4)
{"formula": "C4H12N2O", "method": "the ωB97M-V functional and the def2-TZVPD basis", "elements": ["C", "C", "C", "C", "N", "N", "O", "H", "H", "H", "H", "H", "H", "H", "H", "H", "H", "H", "H"], "coordinates": [[0.00105, -0.65870, 0.03159], [0.17916, -1.97699, 0.36724], [0.63626, 1.48548, 0.80446], [0.83385, 0.45217, -0.32819], [-3.67473, 0.38978, -0.12900], [2.32573, 0.08322, -0.99319], [-2.46747, 0.52309, -0.34877], [1.21700, -2.51991, 0.46063], [0.06711, -1.97997, 1.43692], [-0.73584, -2.60622, 0.06251], [0.63347, 2.47030, 0.47921], [1.31909, 1.56467, 1.64718], [-0.20710, 1.31667, 1.41487], [0.50122, 0.73405, -1.33175], [-4.17999, 0.02342, -0.93382], [-4.24026, 0.61259, 0.72505], [2.72617, 0.96860, -1.31748], [2.15770, -0.53217, -1.76327], [2.90758, -0.35008, -0.28419]], "mulliken_charge": [-0.22, -0.89, -1.41, 0.60, -0.02, -0.34, -0.14, 0.32, 0.39, 0.35, 0.42, 0.45, 0.40, 0.33, 0.32, 0.35, 0.37, 0.37, 0.35], "orbital_gap_ha": [0.1942, 0.3196], "e_lumo_ha": [-0.3998, -0.3349], "de_lowest_kj_mol": 775.3, "mol_weight_da": 104.15, "e_tot_ev": -9345.119, "e_homo_ev": [-16.16, -17.81], "largest_force_ev_per_a": 3.24, "total_charge": 2}

(5)
{"formula": "C36H57AsAuBrN2P", "method": "the ωB97M-V functional and the def2-TZVPD basis", "elements": ["Au", "Br", "C", "C", "C", "C", "C", "C", "N", "C", "C", "C", "C", "C", "C", "N", "H", "H", "H", "H", "H", "H", "H", "H", "H", "C", "C", "C", "C", "C", "C", "P", "C", "C", "C", "C", "C", "C", "C", "C", "C", "C", "C", "C", "H", "H", "H", "H", "H", "H", "H", "H", "H", "H", "H", "H", "H", "H", "H", "H", "H", "H", "H", "H", "H", "H", "H", "H", "H", "H", "H", "H", "H", "H", "H", "H", "H", "C", "C", "As", "C", "C", "C", "C", "H", "H", "H", "H", "H", "H", "H", "H", "H", "H", "H", "H", "H", "H", "H"], "coordinates": [[0.82831, -1.10418, 0.47682], [6.06742, -2.88440, -4.49099], [5.13491, -2.43930, -2.98914], [3.75431, -2.75657, -2.90301], [3.07474, -2.45353, -1.76181], [3.74862, -1.84700, -0.66804], [5.11840, -1.48806, -0.78278], [5.80857, -1.78537, -1.91970], [3.02196, -1.64079, 0.49477], [3.59423, -1.83797, 1.64128], [2.88724, -1.75057, 2.90221], [3.57206, -1.95225, 4.09351], [2.84755, -1.94548, 5.28134], [1.48279, -1.75202, 5.21774], [0.87679, -1.54846, 3.97039], [1.56004, -1.54336, 2.84288], [3.26212, -3.24695, -3.73163], [2.02722, -2.70786, -1.65843], [5.61867, -0.97874, 0.03070], [6.85736, -1.53849, -2.01441], [4.63534, -2.15525, 1.69205], [4.64264, -2.11306, 4.09334], [3.34300, -2.10351, 6.22939], [0.87764, -1.77301, 6.11362], [-0.19207, -1.39283, 3.89199], [-4.72744, -3.34007, 0.80365], [-3.88041, -2.95156, 2.01054], [-3.02192, -1.70352, 1.71678], [-2.70117, -1.58334, 0.21453], [-2.48378, -2.99452, -0.35114], [-3.83413, -3.72789, -0.38626], [-1.31270, -0.44400, -0.10881], [-1.64276, 1.14798, 0.78412], [-3.08343, 1.70032, 0.66573], [-3.50255, 2.50007, 1.90605], [-2.37039, 3.38583, 2.41619], [-1.13599, 2.54899, 2.81664], [-1.18406, 1.12598, 2.25216], [-1.30413, 0.03417, -1.89278], [-0.49447, -0.94162, -2.76986], [-0.79425, -0.67904, -4.24396], [-2.24799, -1.05646, -4.57243], [-3.17839, -0.84430, -3.36801], [-2.69685, 0.32069, -2.50571], [-5.38747, -2.50954, 0.53632], [-5.38841, -4.16676, 1.05986], [-3.23446, -3.79370, 2.27132], [-4.50923, -2.76072, 2.87918], [-2.08758, -1.77034, 2.28468], [-3.54689, -0.80947, 2.05796], [-3.55212, -1.13484, -0.30801], [-1.77656, -3.52096, 0.29730], [-2.04599, -2.98397, -1.34814], [-3.65199, -4.80336, -0.38642], [-4.34810, -3.50502, -1.32335], [-0.95827, 1.83737, 0.26158], [-3.80312, 0.89609, 0.51024], [-3.14841, 2.34618, -0.21278], [-3.82592, 1.82611, 2.70320], [-4.36870, 3.11057, 1.65231], [-2.71584, 3.96901, 3.26832], [-2.10971, 4.11098, 1.63822], [-1.04985, 2.49729, 3.90266], [-0.22000, 3.03245, 2.46027], [-1.87255, 0.52082, 2.84031], [-0.19569, 0.66476, 2.33503], [-0.73490, 0.97478, -1.85861], [-0.74478, -1.97908, -2.53855], [0.57143, -0.81748, -2.55368], [-0.10707, -1.23938, -4.87860], [-0.62017, 0.38082, -4.45674], [-2.29866, -2.09765, -4.89358], [-2.59410, -0.46206, -5.41853], [-3.22780, -1.75289, -2.76171], [-4.19544, -0.65235, -3.70800], [-3.43225, 0.56114, -1.73959], [-2.61734, 1.20877, -3.13810], [-0.27338, 4.80425, -1.08826], [0.90685, 4.50066, -0.17474], [1.66789, 2.72252, -0.43930], [3.28126, 2.63087, 0.64977], [3.01904, 2.66631, 2.15049], [2.22325, 2.68781, -2.30575], [3.02889, 1.46108, -2.70867], [-0.61402, 5.82190, -0.89980], [-1.11298, 4.13427, -0.89830], [-0.00665, 4.74032, -2.14269], [0.64460, 4.60352, 0.87720], [1.76575, 5.15030, -0.37758], [3.85429, 3.50095, 0.31227], [3.82546, 1.73390, 0.35260], [2.44053, 3.54173, 2.44378], [3.96683, 2.71505, 2.68606], [2.48330, 1.77588, 2.48470], [2.80694, 3.61043, -2.39740], [1.32997, 2.79877, -2.91967], [3.92964, 1.35008, -2.10254], [3.34468, 1.56375, -3.74673], [2.43275, 0.54944, -2.62930]], "mulliken_spin": [0.04, 0.24, 0.23, 0.06, 0.03, 0.21, 0.04, 0.08, 0.00, 0.03, 0.01, 0.02, -0.01, 0.03, 0.00, 0.01, 0.00, 0.01, 0.00, 0.00, -0.01, 0.00, 0.00, 0.00, 0.00, 0.00, 0.00, 0.00, 0.00, 0.00, 0.00, -0.06, -0.10, 0.00, 0.00, 0.01, -0.01, 0.02, 0.02, 0.01, 0.00, 0.00, 0.00, 0.01, 0.00, 0.00, 0.00, 0.00, 0.00, 0.00, 0.00, 0.00, 0.00, 0.00, 0.00, 0.19, 0.00, 0.00, 0.00, 0.00, 0.00, 0.00, 0.00, 0.00, 0.00, 0.02, 0.02, 0.00, -0.01, 0.00, 0.00, 0.00, 0.00, 0.00, 0.00, 0.00, 0.00, 0.00, 0.05, 0.60, 0.06, 0.01, 0.06, 0.00, 0.00, 0.00, 0.00, 0.00, 0.03, 0.02, 0.01, 0.00, 0.00, -0.01, 0.02, 0.00, 0.00, 0.00, 0.00], "orbital_gap_ha": [0.2645, 0.1629], "e_lumo_ha": [-0.3412, -0.4434], "de_lowest_kj_mol": 72.4, "mol_weight_da": 900.63, "multiplicity": 3, "e_tot_ev": -185073.885, "e_homo_ev": [-16.48, -16.50], "largest_force_ev_per_a": 0.54, "total_charge": 3}

(6)
{"formula": "C4H14N2O", "method": "the ωB97M-V functional and the def2-TZVPD basis", "elements": ["C", "C", "C", "N", "C", "N", "H", "H", "H", "H", "H", "H", "H", "H", "H", "H", "H", "H", "O", "H", "H"], "coordinates": [[0.71661, 0.89838, -1.50928], [-0.26818, -0.13998, -1.00028], [-1.28517, 0.35747, 0.06737], [-0.97113, -0.10394, 1.41132], [-0.36562, 0.80516, 2.36251], [0.41656, 0.17694, 3.38412], [0.20210, 1.85854, -1.58545], [1.56585, 1.06258, -0.83958], [0.98693, 0.62328, -2.51917], [0.13880, -1.05749, -0.54203], [-0.81010, -0.59834, -1.84135], [-1.23244, 1.44223, 0.06857], [-2.25696, -0.00872, -0.22270], [-1.73158, -0.58196, 1.87001], [-1.15470, 1.36539, 2.88054], [0.22519, 1.57984, 1.87121], [1.14486, -0.41403, 2.99652], [-0.13538, -0.46838, 3.93645], [1.61534, -1.90371, -3.72492], [1.47654, -2.69935, -4.25676], [1.72245, -2.19391, -2.80712]], "mulliken_charge": [-1.18, -0.40, -0.71, -0.31, -0.51, -0.66, 0.34, 0.28, 0.37, 0.33, 0.32, 0.29, 0.43, 0.22, 0.33, 0.40, 0.25, 0.23, -0.62, 0.31, 0.32], "orbital_gap_ha": 0.3451, "e_lumo_ha": 0.0324, "de_lowest_kj_mol": 145.6, "mol_weight_da": 106.17, "e_tot_ev": -9402.097, "e_homo_ev": -8.51, "largest_force_ev_per_a": 1.49, "smiles": "CCCNCN.O"}

(7)
{"formula": "C3H8BrNS", "method": "the ωB97M-V functional and the def2-TZVPD basis", "elements": ["C", "C", "C", "N", "S", "Br", "H", "H", "H", "H", "H", "H", "H", "H"], "coordinates": [[-1.16361, 1.10824, 0.29610], [0.23459, 0.71898, -0.15977], [0.62117, -0.66875, 0.34516], [1.77603, -1.15796, -0.31951], [2.53007, -2.43700, 0.24407], [3.69750, 0.87129, 0.02386], [-1.36986, 2.14023, 0.02799], [-1.91497, 0.47666, -0.17356], [-1.26046, 1.00982, 1.37527], [0.96754, 1.43428, 0.21731], [0.29190, 0.72726, -1.24959], [0.72440, -0.66161, 1.44055], [-0.19808, -1.36951, 0.11495], [3.40704, -2.51508, -0.78151]], "mulliken_charge": [-1.29, -0.22, -0.54, -0.23, -0.01, -0.21, 0.36, 0.34, 0.33, 0.25, 0.28, 0.37, 0.39, 0.18], "orbital_gap_ha": [0.2238, 0.3202], "e_lumo_ha": [-0.0912, -0.0430], "de_lowest_kj_mol": 0.0, "mol_weight_da": 170.08, "e_tot_ev": -85606.151, "e_homo_ev": [-8.57, -9.88], "largest_force_ev_per_a": 1.62}